Record 1
Density functional theory data (ωB97M-V/def2-TZVPD) for C4H2HgO2 as an isolated structure at a distorted geometry.

Results
E_LUMO (alpha / beta)   -6.1 / -7.0 eV
Orbital gap (alpha / beta)   5.957 / 5.057 eV
Highest occupied orbital energy (alpha / beta)   -12.051 / -12.047 eV
Energy relative to the best compared isomer or geometry (same formula, charge and spin)   85.9 kJ/mol

Geometry as ORCA input:
```
! wB97M-V def2-TZVPD RIJCOSX def2/J DEFGRID3
* xyz 1 2
H -1.073 -1.683 0.210
O -0.509 -1.357 3.319
C -0.523 -1.212 2.176
C -0.438 -1.059 0.844
C 0.360 0.025 0.366
H 0.781 0.696 1.129
C 0.445 0.834 -1.238
O 0.572 1.201 -2.330
Hg 0.384 2.555 -4.477
*
```


Record 2
Density functional theory data (ωB97M-V/def2-TZVPD) for C5H10S in the gas phase at a distorted geometry.

Results
E_LUMO   1.0 eV
Orbital gap   9.032 eV
Highest occupied orbital energy   -7.994 eV
Energy relative to the best compared isomer or geometry (same formula, charge and spin)   210.2 kJ/mol

Geometry as ORCA input:
```
! wB97M-V def2-TZVPD RIJCOSX def2/J DEFGRID3
* xyz 0 1
C 1.206 0.551 1.970
C 1.758 0.857 0.563
C -0.611 -0.617 -0.144
C -2.084 -0.184 -0.217
C -1.598 -1.585 -0.747
H 1.143 -0.610 2.209
H 1.946 0.982 2.658
H 0.196 0.938 2.181
H 2.711 0.327 0.270
H 2.065 1.919 0.381
H -0.292 -0.891 0.824
H -2.785 0.010 0.613
H -2.353 0.519 -1.000
H -1.564 -2.581 -0.319
H -1.700 -1.670 -1.801
S 0.538 0.433 -0.910
*
```


Record 3
Density functional theory data (ωB97M-V/def2-TZVPD) for C37H50Ge2N5O2Sr as an isolated structure.

Results
E_LUMO   -2.3 eV
Orbital gap   7.819 eV
Highest occupied orbital energy   -10.113 eV
Energy relative to the best compared isomer or geometry (same formula, charge and spin)   6.0 kJ/mol

Geometry as ORCA input:
```
! wB97M-V def2-TZVPD RIJCOSX def2/J DEFGRID3
* xyz 1 1
Sr -0.686 -1.357 0.955
C 0.299 -4.115 -1.021
C 1.340 -3.108 -1.545
C 2.318 -2.663 -0.484
C 3.675 -2.926 -0.590
C 4.523 -2.528 0.432
C 3.995 -1.878 1.535
C 2.633 -1.637 1.560
N 1.811 -2.019 0.575
N -0.966 -3.471 -0.609
C -1.721 -4.307 0.346
C -0.982 -4.584 1.640
C -0.785 -5.883 2.079
C -0.156 -6.092 3.298
C 0.259 -5.000 4.040
C 0.035 -3.733 3.528
N -0.569 -3.527 2.354
C -1.796 -3.221 -1.787
C -2.891 -2.178 -1.612
C -3.826 -2.021 -2.630
C -4.781 -1.028 -2.524
C -4.795 -0.223 -1.394
C -3.847 -0.455 -0.420
N -2.909 -1.406 -0.519
H 0.099 -4.868 -1.794
H 0.711 -4.643 -0.162
H 1.894 -3.555 -2.370
H 0.834 -2.228 -1.957
H 4.060 -3.439 -1.462
H 5.585 -2.726 0.367
H 4.619 -1.552 2.355
H 2.168 -1.111 2.391
H -2.655 -3.786 0.574
H -2.000 -5.266 -0.110
H -1.122 -6.718 1.479
H 0.006 -7.099 3.661
H 0.746 -5.118 4.997
H 0.340 -2.839 4.068
H -1.150 -2.884 -2.602
H -2.262 -4.153 -2.139
H -3.791 -2.666 -3.498
H -5.507 -0.882 -3.313
H -5.524 0.565 -1.269
H -3.815 0.147 0.481
C 3.371 3.469 2.515
C 2.471 2.276 2.184
Ge 2.053 2.174 0.276
C 3.407 1.139 -0.714
C 4.830 1.430 -0.233
C 1.807 3.901 -0.627
C 0.603 3.873 -1.227
Ge -0.225 2.198 -0.589
C -1.740 2.470 0.636
C -2.985 3.068 -0.019
C -0.764 0.963 -2.028
C 0.342 0.785 -3.069
C 0.030 4.892 -2.139
C 0.645 6.129 -2.347
C 0.098 7.057 -3.216
C -1.077 6.771 -3.900
C -1.701 5.548 -3.705
C -1.150 4.623 -2.830
H 3.576 3.517 3.586
H 2.899 4.410 2.228
H 4.331 3.415 1.999
H 1.528 2.328 2.727
H 2.937 1.334 2.484
H 3.297 1.398 -1.769
H 3.184 0.075 -0.627
H 5.085 2.484 -0.361
H 5.568 0.847 -0.789
H 4.950 1.193 0.826
H 2.507 4.727 -0.746
H -1.374 3.108 1.442
H -1.965 1.510 1.113
H -2.791 4.078 -0.382
H -3.817 3.128 0.686
H -3.324 2.476 -0.876
H -1.685 1.328 -2.491
H -1.037 0.002 -1.582
H 0.604 1.743 -3.523
H 0.044 0.110 -3.875
H 1.255 0.389 -2.616
H 1.557 6.370 -1.816
H 0.588 8.012 -3.359
H -1.503 7.499 -4.578
H -2.617 5.316 -4.232
H -1.643 3.669 -2.679
N -2.623 -0.971 3.105
C -1.971 0.027 3.994
C -0.461 -0.066 3.747
O 0.286 -0.485 4.625
O -0.128 0.225 2.540
H -3.615 -0.778 3.030
H -2.563 -1.882 3.551
H -2.193 -0.142 5.047
H -2.315 1.020 3.704
*
```


Record 4
Density functional theory data (ωB97M-V/def2-TZVPD) for C5H8N2OS in the gas phase at a distorted geometry.

Results
E_LUMO   0.0 eV
Orbital gap   8.775 eV
Highest occupied orbital energy   -8.773 eV
Energy relative to the best compared isomer or geometry (same formula, charge and spin)   374.5 kJ/mol

Geometry as ORCA input:
```
! wB97M-V def2-TZVPD RIJCOSX def2/J DEFGRID3
* xyz 0 1
C 0.104 0.679 -0.235
C -0.212 2.826 -0.111
C 0.821 -1.539 0.440
C -1.272 -1.328 -0.611
C 0.124 -0.734 -0.699
N -0.285 1.692 -0.889
N 0.571 1.073 1.129
O 0.293 2.459 1.144
S -0.741 4.258 -0.540
H 0.401 -1.390 1.403
H 1.943 -1.347 0.680
H 0.906 -2.628 0.343
H -1.783 -1.286 0.364
H -1.368 -2.337 -0.838
H -1.833 -0.894 -1.316
H 0.776 -0.640 -1.581
H 1.556 1.136 1.319
*
```


Record 5
Density functional theory data (ωB97M-V/def2-TZVPD) for C38H53BrHgNP3 as an isolated structure at a distorted geometry.

Results
E_LUMO   -6.6 eV
Orbital gap   4.720 eV
Highest occupied orbital energy   -11.363 eV

Geometry as ORCA input:
```
! wB97M-V def2-TZVPD RIJCOSX def2/J DEFGRID3
* xyz 2 1
N -6.580 -2.042 3.438
C -6.034 -1.032 4.119
C -5.573 0.127 3.488
C -5.666 0.238 2.081
C -6.189 -0.878 1.378
C -6.660 -1.981 2.107
C -5.200 1.404 1.376
Hg -0.359 0.702 -0.512
P 4.121 0.563 -2.758
C -5.270 1.549 0.013
C -4.336 2.357 -0.704
C -3.932 2.003 -2.026
C -2.557 1.846 -2.200
C -1.773 2.143 -1.084
C -2.138 3.143 -0.181
C -3.504 3.248 0.038
Br 2.152 0.193 -1.629
H -4.744 2.187 1.983
H -6.054 1.068 -0.560
H -5.115 0.919 4.077
H -6.206 -0.900 0.286
H -5.984 -1.120 5.209
H -7.117 -2.829 1.583
H -4.652 1.747 -2.810
H -3.925 3.883 0.815
H -2.137 1.411 -3.109
H -1.415 3.713 0.401
P -0.935 -1.793 -1.391
C 4.775 2.029 -1.951
C 5.548 3.032 -2.821
H 5.444 1.668 -1.148
H 3.960 2.577 -1.446
H 6.079 3.708 -2.135
H 6.299 2.548 -3.463
H 4.887 3.654 -3.442
C 3.509 0.292 -4.422
C 4.566 0.354 -5.522
H 2.689 1.000 -4.628
H 3.026 -0.703 -4.440
H 4.231 -0.284 -6.346
H 4.703 1.369 -5.909
H 5.536 -0.037 -5.192
C 4.833 -0.923 -2.050
C 6.341 -1.001 -2.144
H 4.358 -1.781 -2.545
H 4.542 -0.990 -0.988
H 6.614 -1.981 -1.738
H 6.696 -0.938 -3.177
H 6.831 -0.222 -1.545
C -0.095 -3.351 -0.874
C 1.348 -3.482 -1.384
H -0.713 -4.166 -1.290
H -0.134 -3.424 0.224
H 1.815 -4.365 -0.923
H 1.378 -3.616 -2.475
H 1.960 -2.603 -1.128
C -1.099 -2.121 -3.185
C -2.186 -1.335 -3.914
H -1.287 -3.208 -3.272
H -0.105 -1.917 -3.619
H -2.378 -1.819 -4.880
H -3.125 -1.312 -3.347
H -1.862 -0.307 -4.114
C -2.667 -1.814 -0.737
C -2.766 -1.904 0.790
H -3.191 -2.652 -1.227
H -3.127 -0.870 -1.082
H -3.823 -2.007 1.072
H -2.213 -2.768 1.194
H -2.396 -0.985 1.275
C 1.036 -1.792 1.967
P 0.821 -0.013 1.717
C -0.482 0.499 2.879
C -1.210 -0.427 3.644
C -2.153 0.017 4.572
C -2.415 1.378 4.715
C -1.769 2.299 3.885
C -0.804 1.867 2.978
C 2.371 0.668 2.396
C 2.488 0.855 3.784
C 3.727 1.153 4.350
C 4.843 1.375 3.541
C 4.721 1.272 2.150
C 3.504 0.887 1.588
H 0.091 -2.329 1.873
H 1.454 -2.005 2.956
H 1.735 -2.180 1.222
H -1.054 -1.497 3.523
H -2.701 -0.710 5.173
H -3.138 1.725 5.456
H -2.027 3.358 3.942
H -0.309 2.593 2.328
H 1.610 0.771 4.427
H 3.820 1.196 5.434
H 5.808 1.600 3.996
H 5.591 1.467 1.518
H 3.420 0.760 0.509
*
```


Record 6
Density functional theory data (ωB97M-V/def2-TZVPD) for C32H32I3N5O4Ru as an isolated structure.

Results
E_LUMO (alpha / beta)   1.9 / 1.6 eV
Orbital gap (alpha / beta)   5.900 / 5.647 eV
Highest occupied orbital energy (alpha / beta)   -4.045 / -4.043 eV
Energy relative to the best compared isomer or geometry (same formula, charge and spin)   80.3 kJ/mol

Geometry as ORCA input:
```
! wB97M-V def2-TZVPD RIJCOSX def2/J DEFGRID3
* xyz -1 2
Ru -1.337 0.688 1.116
C -5.173 -0.343 -0.361
C -3.804 -0.577 0.237
O -3.375 0.387 0.960
C -3.178 -1.799 -0.025
C -2.010 -2.258 0.642
C -1.688 -3.725 0.699
N -1.293 -1.391 1.292
N -0.377 -1.825 2.266
C -0.265 -0.847 3.120
O -0.917 0.282 3.058
C 0.739 -0.967 4.219
C 1.559 -2.087 4.331
C 2.551 -2.131 5.297
C 2.735 -1.057 6.162
C 1.914 0.057 6.060
C 0.919 0.101 5.092
H -5.594 0.572 0.049
H -5.845 -1.179 -0.165
H -5.082 -0.232 -1.444
H -3.729 -2.515 -0.621
H -2.307 -4.280 -0.004
H -1.862 -4.106 1.706
H -0.632 -3.889 0.485
H 1.412 -2.908 3.641
H 3.193 -3.000 5.370
H 3.517 -1.090 6.911
H 2.055 0.901 6.724
H 0.279 0.968 4.989
I 0.154 4.918 4.938
C 1.224 3.526 3.838
C 2.582 3.344 4.145
C 3.316 2.419 3.472
I 5.326 2.211 3.995
C 2.717 1.625 2.462
C 3.434 0.616 1.773
C 2.829 -0.119 0.813
C 1.467 0.122 0.553
N 0.751 1.022 1.179
C 1.350 1.812 2.141
C 0.577 2.803 2.856
O -0.704 3.031 2.696
H 3.034 3.955 4.913
H 4.467 0.435 2.036
H 3.345 -0.893 0.264
H 0.959 -0.469 -0.190
I -1.544 5.883 -1.046
C -1.381 2.710 1.451
H -2.383 3.114 1.572
H -0.892 3.250 0.634
C 2.176 -1.566 -6.208
C 1.182 -2.240 -5.272
N 0.288 -1.295 -4.606
C -1.108 -1.251 -5.029
C -1.294 -0.617 -6.400
C 0.803 -0.554 -3.592
O 1.966 -0.664 -3.229
C -0.109 0.428 -2.913
C -0.228 1.750 -3.341
C -1.075 2.600 -2.668
C -1.708 2.134 -1.512
N -1.521 0.895 -1.044
C -0.777 0.050 -1.773
H 2.830 -2.313 -6.662
H 2.793 -0.863 -5.653
H 1.663 -1.029 -7.008
H 1.722 -2.797 -4.505
H 0.552 -2.941 -5.821
H -1.677 -0.700 -4.286
H -1.492 -2.274 -5.032
H -0.959 0.422 -6.391
H -2.347 -0.636 -6.684
H -0.729 -1.151 -7.166
H 0.325 2.095 -4.207
H -1.231 3.631 -2.958
H -2.350 2.792 -0.943
H -0.733 -0.968 -1.400
*
```


Record 7
Density functional theory data (ωB97M-V/def2-TZVPD) for C20H34IN2O4S5SiV as an isolated structure.

Results
E_LUMO (alpha / beta)   0.0 / -0.1 eV
Orbital gap (alpha / beta)   7.146 / 7.025 eV
Highest occupied orbital energy (alpha / beta)   -7.187 / -7.157 eV
Energy relative to the best compared isomer or geometry (same formula, charge and spin)   49.0 kJ/mol

Geometry as ORCA input:
```
! wB97M-V def2-TZVPD RIJCOSX def2/J DEFGRID3
* xyz 0 3
V 0.526 -2.136 -1.816
S -0.179 -1.237 -5.309
S 0.593 -2.712 -4.239
S 2.418 -2.007 -3.289
S 2.419 -3.541 -1.923
S -1.729 -5.407 0.564
C -2.113 -3.846 1.156
C -1.455 -2.901 0.446
N -0.657 -3.409 -0.557
C -0.706 -4.715 -0.598
H -2.784 -3.704 1.986
H -1.481 -1.830 0.607
H -0.142 -5.302 -1.309
C 2.667 1.724 -1.597
C 1.618 2.652 -0.994
C 2.223 3.525 0.097
C 0.982 3.507 -2.080
O 0.540 1.890 -0.417
Si 0.588 0.459 0.376
O 0.871 -0.795 -0.579
O -0.927 0.236 0.981
C -1.762 1.127 1.734
C -2.707 0.234 2.527
C -2.542 1.994 0.753
C -0.934 1.993 2.677
O 1.710 0.604 1.556
C 2.393 -0.433 2.280
C 1.424 -1.551 2.652
C 3.530 -0.969 1.418
C 2.936 0.236 3.535
H 3.454 2.311 -2.072
H 2.217 1.073 -2.349
H 3.122 1.097 -0.828
H 3.027 4.143 -0.309
H 2.624 2.903 0.897
H 1.460 4.183 0.516
H 1.724 4.165 -2.535
H 0.186 4.120 -1.655
H 0.560 2.875 -2.864
H -3.289 -0.392 1.848
H -3.399 0.832 3.122
H -2.138 -0.411 3.200
H -3.132 1.363 0.085
H -1.853 2.590 0.153
H -3.219 2.665 1.286
H -0.351 1.372 3.359
H -1.593 2.634 3.264
H -0.243 2.626 2.118
H 1.044 -2.045 1.756
H 0.580 -1.152 3.218
H 1.932 -2.299 3.264
H 3.141 -1.416 0.503
H 4.097 -1.726 1.963
H 4.209 -0.156 1.152
H 2.118 0.631 4.138
H 3.593 1.063 3.262
H 3.502 -0.477 4.137
I -5.212 -2.618 -3.609
C -3.623 -1.380 -3.093
C -3.723 0.000 -3.194
C -2.624 0.762 -2.846
C -1.475 0.127 -2.408
N -1.390 -1.199 -2.295
C -2.442 -1.940 -2.650
H -4.636 0.462 -3.544
H -2.642 1.840 -2.915
H -0.601 0.699 -2.128
H -2.327 -3.014 -2.581
*
```


Record 8
Density functional theory data (ωB97M-V/def2-TZVPD) for C15H29BCl2NO13P3PdS2 as an isolated structure at a distorted geometry.

Results
E_LUMO   -11.9 eV
Orbital gap   2.222 eV
Highest occupied orbital energy   -14.074 eV

Geometry as ORCA input:
```
! wB97M-V def2-TZVPD RIJCOSX def2/J DEFGRID3
* xyz 2 1
C 3.372 -3.065 1.380
C 3.546 -1.633 1.858
C 3.354 -0.604 0.773
O 1.996 -0.431 0.376
C 1.700 -0.956 -0.893
C 0.259 -0.642 -1.296
P 0.218 -1.010 -3.174
S 1.541 -2.365 -3.694
O -0.591 -1.766 -0.912
S -0.981 -1.951 0.591
O 0.144 -2.319 1.363
O -2.018 -2.946 0.581
C -1.740 -0.351 0.906
C -3.072 -0.459 0.109
P -4.456 -1.075 1.121
O -5.536 -0.108 1.146
O -3.887 -1.503 2.545
O -4.952 -2.440 0.458
C -0.760 0.808 0.632
C 0.306 1.028 1.706
Cl 1.401 2.350 1.590
C 0.485 0.417 2.936
C 1.555 0.758 3.895
Cl -0.547 -0.753 3.598
P -1.837 2.364 0.945
O -3.178 2.311 0.378
O -1.062 3.672 0.536
O -1.942 2.461 2.541
C -0.216 0.767 -0.905
C 0.981 1.717 -1.189
C 1.481 2.030 -2.586
O 2.526 1.110 -2.976
C 2.770 1.149 -4.335
O 3.869 1.379 -4.810
B -1.360 1.339 -1.923
N -1.596 2.697 -2.215
O -2.198 0.438 -2.551
H 3.796 -3.751 2.097
H 2.331 -3.340 1.255
H 3.862 -3.199 0.423
H 2.968 -1.423 2.752
H 4.587 -1.546 2.154
H 3.745 0.345 1.126
H 3.993 -0.882 -0.061
H 1.801 -2.040 -0.863
H 2.432 -0.609 -1.619
H -1.045 -1.550 -3.436
H 0.266 0.165 -3.925
H -2.113 -0.261 1.909
H -3.020 -1.153 -0.718
H -3.468 0.440 -0.333
H -4.152 -2.403 2.760
H -5.893 -2.354 0.261
H 2.516 0.632 3.409
H 1.466 1.785 4.228
H 1.534 0.102 4.751
H -0.818 4.181 1.320
H -2.715 1.927 2.767
H 0.700 2.680 -0.794
H 1.869 1.473 -0.629
H 0.775 2.112 -3.411
H 1.964 2.999 -2.535
H 1.918 0.922 -5.000
H -0.971 3.413 -1.876
H -1.846 2.897 -3.171
H -3.077 0.818 -2.634
Pd -2.977 -4.797 1.288
*
```


Number 1: M 282.65 g mol⁻¹. Number 2: M 102.20 g mol⁻¹. Number 3: M 829.68 g mol⁻¹. Number 4: M 144.20 g mol⁻¹. Number 5: M 897.26 g mol⁻¹. Number 6: M 1032.42 g mol⁻¹. Number 7: M 732.77 g mol⁻¹. Number 8: M 776.58 g mol⁻¹.